No. 1
The following is a DFT calculation (ωB97M-V with the def2-TZVPD basis set) of 12 unconnected molecules or ions with the total composition C5H36N2O12 at a distorted geometry.

CARTESIAN COORDINATES (ANGSTROEM)
H (-1.37, 2.30, 3.55)
H (-4.28, 0.22, -1.33)
O (0.26, -4.11, 1.20)
H (0.29, -2.93, 2.60)
H (-0.07, -2.55, -2.52)
H (2.68, -1.81, 1.35)
H (4.50, 0.74, 0.71)
C (-1.63, 2.70, 1.63)
H (-0.38, -1.50, 2.98)
O (2.78, 1.17, -1.30)
O (0.36, -2.11, 3.13)
H (2.47, 0.27, -1.06)
H (0.94, 0.55, 0.92)
O (3.83, 1.12, 1.28)
C (-0.12, 0.73, 1.09)
H (4.81, -0.81, -1.86)
H (2.01, -1.42, 2.72)
H (0.84, -4.86, 1.05)
H (2.35, -2.01, -1.85)
O (-4.55, -0.04, -0.45)
H (1.25, 3.17, -3.42)
H (3.21, 1.53, -0.50)
H (-0.96, -0.65, -3.08)
H (-0.14, 0.63, -1.56)
O (-1.29, 3.06, 2.98)
C (-1.00, -0.16, 0.22)
H (-1.96, 0.33, 0.13)
C (-1.24, -1.01, -2.08)
H (-1.76, 1.78, -1.88)
O (-3.26, -0.38, 2.18)
H (-2.28, 2.85, -2.75)
C (-0.37, 2.25, 0.88)
O (-2.58, 2.03, -2.32)
H (-0.47, 0.55, 2.10)
H (3.42, 0.31, 1.67)
N (-0.39, -0.25, -1.13)
H (-4.00, -0.25, 1.57)
O (2.80, -1.30, 2.16)
O (2.12, -1.52, -1.04)
H (1.77, 1.96, -2.55)
H (4.01, 0.22, -2.68)
H (-0.41, 2.58, -0.15)
H (-1.16, -1.19, 0.52)
H (-0.64, -4.37, 1.38)
H (1.15, -1.60, -0.93)
H (-4.96, 0.78, -0.11)
H (0.45, 2.69, 1.42)
N (-0.97, -2.46, -2.08)
H (-2.29, -0.88, -1.82)
H (-3.71, -0.82, 2.91)
O (4.32, -0.70, -2.68)
O (0.97, 2.37, -2.95)
H (-2.46, 1.98, 1.64)
H (-1.98, 3.64, 1.21)
H (-0.92, -2.81, -1.13)

Summary:
- E_LUMO: -0.10 eV
- SMILES string: NCNCCCCO.O.O.O.O.O.O.O.O.O.O.O
- Calculated total energy: -1224.48543 a.u.
- Energy above the lowest of the compared OMol25 structures with the same formula, charge and spin: 37.26 kcal/mol

These are the natural (NBO) partial charges, in e, on atoms 1 to 5: 0.4628 0.4946 -0.9616 0.5041 0.3453



No. 2
The following is a DFT calculation (ωB97M-V with the def2-TZVPD basis set) of 14 unconnected molecules or ions with the total composition C5H36O14 at a distorted geometry.

CARTESIAN COORDINATES (ANGSTROEM)
H (4.16, -1.03, -0.74)
H (-3.24, 3.19, -1.05)
H (-1.58, 1.01, 3.52)
H (-3.13, -2.48, -0.23)
H (-0.71, 2.62, -0.08)
C (4.36, -0.05, 1.73)
C (2.37, -0.12, 0.10)
H (-2.26, -0.73, 2.21)
H (2.53, 3.35, -0.45)
O (-3.09, 2.70, -0.23)
O (-0.20, 2.42, -0.89)
O (2.47, 3.15, 0.48)
O (1.55, -1.16, -3.50)
C (3.08, -0.92, -1.01)
O (-0.63, 1.98, -4.66)
H (-0.84, -1.02, 2.87)
H (0.77, -0.73, -3.85)
O (-0.69, -3.36, 0.33)
H (1.35, -0.49, 0.02)
H (3.08, -0.33, -1.94)
H (5.05, -0.42, 1.01)
H (-0.71, -4.33, 0.32)
C (2.56, -2.28, -1.31)
H (0.19, -3.13, -0.01)
H (-0.67, 1.67, -1.28)
H (-3.55, -2.55, 2.07)
O (-2.43, 0.45, -3.10)
O (-1.17, 1.81, 3.89)
H (0.18, 2.11, -4.13)
H (1.71, 2.69, 0.83)
H (4.38, 1.04, 1.70)
H (2.74, -1.56, 1.67)
H (-2.06, -0.91, 0.04)
H (-1.70, -2.62, -0.86)
H (-3.16, 1.76, -0.37)
H (2.00, 0.00, 2.14)
O (-2.59, -2.24, -1.03)
H (0.70, 2.26, 3.87)
H (-1.18, 1.67, -3.92)
O (1.46, 2.83, 3.78)
O (1.53, -2.83, -0.98)
H (3.21, -2.97, -1.94)
H (2.41, 0.97, -0.08)
H (-1.84, 2.38, 4.27)
H (1.48, 3.41, 3.02)
C (2.84, -0.45, 1.55)
O (-2.19, -0.07, 0.54)
O (-1.76, -0.83, 3.03)
O (-3.90, -2.31, 1.20)
H (4.59, -0.53, 2.69)
H (-4.55, -1.62, 1.31)
H (-2.06, 0.67, -0.06)
H (-2.62, -0.53, -3.02)
H (1.90, -1.75, -4.17)
H (-3.15, 1.06, -2.93)

Summary:
- E_LUMO: -0.14 eV
- Calculated total energy: -1265.40512 a.u.
- Energy above the lowest of the compared OMol25 structures with the same formula, charge and spin: 91.58 kcal/mol

These are the natural (NBO) partial charges, in e, on atoms 1 to 5: 0.2255 0.4836 0.5067 0.5027 0.4874



No. 3
The following is a DFT calculation (ωB97M-V with the def2-TZVPD basis set) of 12 unconnected molecules or ions with the total composition C5H37N2O11 at a distorted geometry.

CARTESIAN COORDINATES (ANGSTROEM)
H (1.74, 1.75, -3.00)
H (-1.44, 0.55, 3.63)
H (-2.09, 0.33, -0.10)
H (0.62, 2.36, 1.97)
O (1.83, -1.71, 1.86)
H (3.77, 1.20, -0.46)
H (-1.86, -0.83, 3.04)
H (2.77, -3.96, -0.01)
H (-1.02, -2.53, -2.80)
H (-1.49, 3.24, 0.94)
H (-1.91, 2.69, -0.61)
H (-1.58, -2.90, 1.63)
N (-0.63, -0.85, -1.50)
O (-0.87, 3.51, -2.34)
H (0.17, -1.17, 0.49)
H (0.56, 4.66, 0.30)
H (-0.51, -0.17, -2.39)
H (0.28, 1.72, -0.70)
H (-3.04, -4.10, 0.68)
H (-0.25, -2.29, 2.16)
O (-2.27, -3.59, 0.30)
O (2.17, -3.97, 0.68)
C (-0.39, -2.26, -1.95)
H (-0.09, 3.70, -2.96)
O (-1.96, 0.11, 2.95)
H (-1.66, 0.56, 1.50)
O (0.56, 3.80, -0.03)
O (1.02, 1.16, -3.31)
H (-3.08, 2.48, 0.79)
O (3.57, 1.91, -1.06)
H (3.23, 2.53, -0.42)
H (0.62, -2.52, -2.15)
H (1.31, -0.49, -0.54)
H (-0.75, -2.94, -1.11)
C (-2.09, 2.48, 0.43)
H (0.54, 0.76, 2.22)
O (-1.21, -2.18, 2.21)
H (1.26, 1.01, -4.26)
N (-1.48, 0.97, 0.44)
H (4.37, -0.22, 1.28)
H (2.90, -0.36, 1.23)
C (0.00, 0.97, 0.06)
O (3.60, 0.27, 1.09)
H (2.29, -1.78, 2.73)
O (-3.48, -1.38, -0.76)
H (0.28, 3.81, -1.02)
H (-1.65, 4.04, -2.29)
H (-3.93, -1.52, -1.56)
H (-2.70, -2.93, -0.23)
H (1.84, 1.68, 0.92)
H (2.13, -2.60, 1.48)
H (1.57, -4.65, 0.56)
C (0.24, -0.46, -0.33)
C (0.78, 1.36, 1.32)
H (-2.58, -1.29, -1.02)

Summary:
- E_LUMO: -2.19 eV
- Calculated total energy: -1149.56224 a.u.
- Total charge: +1
- Energy above the lowest of the compared OMol25 structures with the same formula, charge and spin: 108.65 kcal/mol

These are the natural (NBO) partial charges, in e, on atoms 1 to 5: 0.4965 0.4893 0.4387 0.2443 -1.0040



No. 4
The following is a DFT calculation (ωB97M-V with the def2-TZVPD basis set) of 14 unconnected molecules or ions with the total composition C5H37NO13 at a distorted geometry.

CARTESIAN COORDINATES (ANGSTROEM)
H (2.42, 3.91, -1.32)
H (2.51, -0.96, -0.41)
H (-0.48, -0.44, -0.68)
H (-1.79, 3.25, -3.87)
O (-0.70, -4.53, 0.22)
H (5.36, 0.53, -0.11)
C (-1.00, -1.61, 1.88)
H (1.58, -0.09, -1.24)
H (-0.14, -2.41, -4.44)
H (-0.40, -5.25, -0.24)
H (-4.49, 0.60, -2.63)
H (1.29, 1.20, 0.20)
H (-1.63, 1.89, 1.82)
H (-1.81, -1.20, 2.55)
H (-1.11, -0.85, 1.08)
O (-1.25, 3.20, -3.09)
H (3.06, -3.25, 2.50)
H (-0.07, 1.57, -2.91)
O (-3.71, 0.96, -2.95)
O (1.89, 3.84, -2.07)
H (1.02, 2.01, -1.02)
O (5.38, 1.33, -0.71)
H (-2.19, 3.22, -0.62)
H (-1.17, -2.64, 1.72)
H (0.70, 0.83, -4.09)
H (-3.28, 2.36, -0.38)
H (-3.27, 1.66, 3.43)
O (-1.16, 2.23, 2.63)
N (1.32, -2.41, 0.41)
C (0.38, -1.49, 2.41)
O (2.48, -0.01, -0.76)
H (-1.57, 3.90, -2.55)
H (1.36, -0.46, 4.08)
H (-0.17, -4.57, 1.09)
H (-1.60, -0.12, -1.78)
C (1.48, -2.00, 1.77)
C (0.38, -0.91, 3.83)
H (3.67, -2.00, 1.63)
O (-1.38, -0.69, -0.91)
O (0.30, 0.58, -3.27)
H (-1.77, 2.58, 3.23)
H (0.46, -3.48, -3.35)
H (-4.42, 1.87, 2.38)
O (0.76, 1.97, -0.02)
H (0.60, -1.70, 4.61)
H (2.90, -1.65, 3.26)
H (4.52, 1.83, -0.61)
O (0.25, -3.34, -4.26)
H (1.39, -3.36, 0.24)
O (-3.01, 3.16, -0.16)
C (2.77, -2.20, 2.33)
H (-3.87, 0.93, -3.83)
O (-4.15, 1.48, 3.18)
H (-0.50, -0.14, 4.17)
H (1.53, 2.94, -2.28)
H (0.34, -2.05, -0.06)

Summary:
- E_LUMO: -0.27 eV
- Calculated total energy: -1245.37950 a.u.
- Energy above the lowest of the compared OMol25 structures with the same formula, charge and spin: 172.58 kcal/mol

These are the natural (NBO) partial charges, in e, on atoms 1 to 5: 0.4832 0.5075 0.4591 0.4820 -0.9242



No. 5
The following is a DFT calculation (ωB97M-V with the def2-TZVPD basis set) of 14 unconnected molecules or ions with the total composition C5H37NO14S at a distorted geometry.

CARTESIAN COORDINATES (ANGSTROEM)
C (1.74, 0.56, 0.10)
H (0.21, -3.69, -0.91)
H (-2.74, 1.30, -0.93)
O (-3.77, 1.30, 3.94)
N (0.03, -1.26, 0.19)
O (-3.91, -0.33, 1.74)
H (1.95, 1.51, -1.93)
H (-3.64, 1.23, 1.01)
H (4.16, -1.82, -0.72)
H (-1.15, -0.39, -2.38)
H (1.09, -4.52, -1.82)
H (1.77, -1.63, -2.90)
H (1.71, 3.46, 2.33)
H (-3.85, 0.00, 2.65)
H (-0.11, 2.80, -1.75)
H (-4.04, 2.24, 3.97)
C (1.85, 1.78, -0.85)
H (-0.70, -0.11, 2.44)
O (-1.64, -3.37, 2.08)
O (-2.28, 0.90, -1.75)
H (2.16, -0.31, -0.47)
H (0.89, -1.80, 0.19)
H (0.48, 1.20, 2.52)
H (1.20, 0.14, -3.32)
H (2.05, 4.73, 1.73)
H (-2.08, 4.62, 1.43)
O (-0.51, -1.05, -2.69)
H (-0.88, -2.84, 2.34)
S (0.60, 3.11, -0.67)
H (-0.34, 0.77, 0.02)
O (1.60, 0.73, -3.97)
H (-2.03, 1.80, -2.07)
H (-1.93, -1.00, -0.35)
O (2.72, -2.71, 0.17)
H (-0.62, -0.98, -3.64)
H (3.30, -1.45, -2.62)
C (-1.11, -1.70, -0.31)
H (1.02, -0.40, 2.66)
H (-4.21, -1.23, 1.84)
H (5.36, -1.22, -1.61)
O (-3.53, 1.99, 0.44)
H (-2.63, 3.19, 1.42)
O (0.93, -4.41, -0.88)
H (2.96, 2.07, -0.63)
H (-4.38, 2.33, 0.23)
C (0.36, 0.16, 0.60)
H (-1.47, -3.69, 1.17)
O (2.34, 3.79, 1.67)
H (2.59, 0.70, 0.81)
C (0.26, 0.21, 2.09)
H (-2.84, 1.39, 4.14)
O (-1.23, -2.93, -0.61)
O (2.63, -1.65, -3.32)
O (-2.16, 3.82, 1.99)
H (2.38, 0.27, -4.26)
O (4.44, -1.13, -1.35)
H (2.89, -3.12, 1.05)
H (2.10, -3.36, -0.27)

Summary:
- E_LUMO: -0.06 eV
- Calculated total energy: -1719.01034 a.u.
- Energy above the lowest of the compared OMol25 structures with the same formula, charge and spin: 16.63 kcal/mol

These are the natural (NBO) partial charges, in e, on atoms 1 to 5: -0.4455 0.5032 0.5096 -0.9572 -0.6108



> What is the formula in the first record?

C5H36N2O12